Entry 1:
Below is a 12-piece molecular cluster, C48H128N2O42P10 overall, with properties calculated with ωB97M-V with the def2-TZVPD basis set.

Geometry as XYZ:
```
230
C48H128N2O42P10 | the Open Molecules 2025 dataset | ωB97M-V with the def2-TZVPD basis set
C 20.41 19.69 13.23
C 20.92 18.23 12.94
C 20.28 17.86 11.53
C 22.51 18.24 12.74
C 23.19 18.40 14.05
C 22.90 17.25 15.02
C 21.32 17.13 15.21
C 21.18 15.67 15.79
C 20.85 18.17 16.31
N 20.60 17.19 13.97
O 19.25 17.00 14.17
H 19.33 19.76 13.35
H 20.79 20.08 14.18
H 20.74 20.38 12.45
H 19.20 17.77 11.42
H 20.61 18.55 10.75
H 20.67 16.86 11.29
H 22.86 17.37 12.18
H 22.95 18.96 12.05
H 24.26 18.56 13.90
H 22.92 19.34 14.54
H 23.37 17.40 15.99
H 23.43 16.39 14.60
H 22.07 15.38 16.35
H 21.19 14.97 14.96
H 20.27 15.54 16.38
H 20.51 17.66 17.21
H 20.08 18.81 15.89
H 21.63 18.90 16.55
H 19.07 16.18 13.70
C 17.96 15.85 23.36
C 17.38 15.86 21.90
C 17.40 14.38 21.31
C 15.89 16.34 21.90
C 15.28 16.80 20.52
C 16.21 17.83 19.85
C 17.72 17.34 19.78
C 17.86 16.37 18.52
C 18.54 18.55 19.54
N 18.19 16.81 21.10
O 19.54 16.44 21.16
H 17.39 15.25 24.07
H 19.00 15.53 23.49
H 17.97 16.82 23.85
H 18.43 14.18 21.02
H 17.20 13.56 22.00
H 16.77 14.39 20.42
H 15.30 15.46 22.17
H 15.79 17.21 22.54
H 15.30 15.95 19.84
H 14.24 17.09 20.70
H 16.09 18.81 20.31
H 15.80 17.97 18.85
H 18.90 16.30 18.20
H 17.31 16.77 17.67
H 17.47 15.38 18.78
H 18.63 19.18 20.42
H 18.16 19.21 18.76
H 19.52 18.27 19.16
H 19.87 17.12 21.75
C 9.47 18.13 21.59
O 10.92 18.09 21.70
P 11.58 19.29 22.57
O 11.31 19.41 24.05
O 11.27 20.67 21.76
C 11.52 20.75 20.40
O 13.16 19.05 22.28
C 14.23 19.77 22.84
H 9.00 18.87 22.24
H 8.99 17.21 21.92
H 9.10 18.30 20.58
H 10.65 21.16 19.90
H 11.73 19.82 19.87
H 12.35 21.41 20.13
H 14.83 18.98 23.30
H 14.07 20.58 23.55
H 14.95 20.08 22.08
C 21.59 11.47 26.48
O 20.34 10.81 26.54
P 19.02 11.50 25.83
O 19.23 11.70 24.38
O 17.79 10.52 26.24
C 16.51 10.86 25.63
O 18.85 12.87 26.68
C 19.35 14.08 26.19
H 22.30 10.69 26.20
H 22.02 11.66 27.46
H 21.63 12.31 25.78
H 16.22 10.12 24.89
H 16.32 11.77 25.05
H 15.74 10.78 26.40
H 20.23 14.45 26.72
H 18.60 14.87 26.16
H 19.59 13.98 25.13
C 18.53 10.40 21.20
O 18.12 10.81 19.91
P 19.10 11.49 18.81
O 18.38 11.97 17.58
O 19.79 12.68 19.71
C 20.45 13.72 19.09
O 20.29 10.38 18.62
C 20.26 9.44 17.52
H 19.55 10.74 21.39
H 18.47 9.32 21.28
H 17.90 10.80 22.00
H 20.52 13.72 18.00
H 21.48 13.78 19.42
H 20.06 14.70 19.39
H 21.24 9.40 17.04
H 19.49 9.71 16.81
H 19.97 8.46 17.89
C 15.54 13.54 28.43
O 15.09 14.80 27.85
P 13.52 15.08 27.62
O 12.78 14.03 26.90
O 12.95 15.25 29.12
C 13.54 16.19 30.05
O 13.47 16.54 26.92
C 14.33 16.92 25.86
H 15.52 13.71 29.51
H 16.50 13.19 28.04
H 14.73 12.83 28.31
H 12.72 16.85 30.33
H 14.36 16.72 29.58
H 13.89 15.61 30.90
H 13.85 17.39 25.00
H 14.91 16.06 25.52
H 15.10 17.60 26.22
C 21.85 20.60 19.20
O 22.10 19.26 19.41
P 22.80 18.73 20.76
O 23.73 19.70 21.40
O 21.58 18.20 21.66
C 21.83 17.30 22.79
O 23.53 17.34 20.26
C 22.92 16.36 19.49
H 22.10 20.89 18.18
H 22.59 21.27 19.64
H 20.80 20.84 19.35
H 22.84 17.34 23.19
H 21.64 16.32 22.37
H 21.14 17.49 23.62
H 21.84 16.52 19.55
H 23.23 15.41 19.91
H 23.14 16.42 18.42
C 17.39 14.33 15.37
O 16.34 14.57 14.58
P 16.38 14.73 12.98
O 17.65 15.30 12.46
O 15.07 15.57 12.61
C 13.77 15.07 12.97
O 16.13 13.23 12.44
C 16.49 12.88 11.07
H 17.18 13.49 16.04
H 17.50 15.24 15.96
H 18.36 14.10 14.93
H 13.13 14.97 12.09
H 13.25 15.85 13.53
H 13.74 14.17 13.58
H 16.51 11.81 10.87
H 17.50 13.27 10.92
H 15.98 13.46 10.30
C 17.42 20.04 15.77
O 16.02 19.78 15.64
P 15.12 20.64 14.52
O 13.67 20.35 14.52
O 15.74 20.12 13.07
C 15.76 18.78 12.71
O 15.59 22.17 14.66
C 14.91 23.24 14.02
H 17.58 20.83 16.51
H 17.89 20.42 14.86
H 17.88 19.14 16.18
H 15.70 18.07 13.54
H 16.69 18.43 12.25
H 14.92 18.53 12.07
H 15.55 23.60 13.21
H 14.86 24.10 14.69
H 13.92 22.99 13.64
C 15.35 21.75 19.22
O 16.29 21.57 20.21
P 17.81 22.24 20.08
O 18.52 21.87 18.82
O 17.56 23.88 20.28
C 18.64 24.68 20.83
O 18.60 21.66 21.41
C 17.84 21.09 22.46
H 14.39 21.77 19.74
H 15.34 20.93 18.49
H 15.34 22.70 18.70
H 19.08 25.29 20.04
H 19.42 24.06 21.28
H 18.30 25.37 21.60
H 17.70 20.02 22.29
H 16.90 21.64 22.53
H 18.33 21.13 23.43
C 11.16 15.47 19.06
O 12.46 14.85 18.97
P 13.33 14.97 17.58
O 12.67 14.31 16.42
O 13.53 16.58 17.46
C 14.23 17.05 16.31
O 14.83 14.39 17.95
C 14.87 13.02 18.34
H 10.87 15.63 20.09
H 10.38 14.85 18.62
H 11.10 16.43 18.54
H 13.73 17.93 15.90
H 14.23 16.26 15.56
H 15.28 17.28 16.44
H 15.13 13.01 19.40
H 15.53 12.45 17.69
H 13.93 12.48 18.20
C 26.11 15.67 23.94
O 25.06 15.22 23.10
P 23.97 14.13 23.59
O 23.39 14.20 24.99
O 22.89 14.17 22.43
C 21.81 13.20 22.48
O 24.77 12.77 23.26
C 24.68 11.64 24.18
H 26.14 15.01 24.80
H 26.20 16.72 24.22
H 26.97 15.43 23.32
H 21.58 12.70 21.54
H 20.88 13.72 22.74
H 21.95 12.38 23.18
H 23.95 11.77 24.98
H 25.64 11.55 24.70
H 24.57 10.66 23.71
```

SMILES   CC1(C)CCCC(C)(C)N1O.CC1(C)CCCC(C)(C)N1O.COP(=O)(OC)OC.COP(=O)(OC)OC.COP(=O)(OC)OC.COP(=O)(OC)OC.COP(=O)(OC)OC.COP(=O)(OC)OC.COP(=O)(OC)OC.COP(=O)(OC)OC.COP(=O)(OC)OC.COP(=O)(OC)OC
Kohn-Sham gap   0.305 Ha
Energy   -8589.4901 a.u.

---

Entry 2:
Below is C33H36BrFN2O2SW as an isolated structure, with properties calculated with ωB97M-V with the def2-TZVPD basis set.

Geometry as XYZ:
```
77
C33H36BrFN2O2SW | the Open Molecules 2025 dataset | ωB97M-V with the def2-TZVPD basis set
W 0.50 1.77 -0.25
C -1.97 -1.47 6.34
C -2.30 -2.26 5.08
C -1.59 -3.62 5.16
C -3.82 -2.48 5.02
C -1.85 -1.53 3.81
C -1.19 -0.32 3.85
C -0.82 0.28 2.65
Br 0.15 1.91 2.69
C -1.08 -0.28 1.41
O -0.68 0.34 0.28
C -1.72 -1.53 1.35
C -2.08 -2.11 2.56
C -1.99 -2.24 0.02
C -2.59 -3.63 0.23
C -0.67 -2.42 -0.75
C -2.98 -1.43 -0.82
H -2.32 -2.02 7.22
H -2.46 -0.49 6.34
H -0.90 -1.32 6.46
H -1.91 -4.16 6.05
H -0.51 -3.49 5.21
H -1.81 -4.24 4.29
H -4.15 -3.00 5.93
H -4.11 -3.09 4.17
H -4.34 -1.53 4.96
H -0.95 0.18 4.77
H -2.58 -3.07 2.54
H -1.92 -4.29 0.79
H -2.77 -4.09 -0.74
H -3.55 -3.59 0.75
H 0.07 -2.95 -0.14
H -0.25 -1.47 -1.07
H -0.86 -3.02 -1.65
H -3.94 -1.35 -0.30
H -3.16 -1.93 -1.78
H -2.61 -0.43 -1.03
O -1.43 3.27 0.09
S -0.38 4.36 0.25
N 0.97 3.59 -0.03
C 3.98 1.31 -4.35
C 3.14 0.21 -4.24
C 1.96 0.31 -3.52
C 1.62 1.51 -2.91
C 2.47 2.61 -3.01
C 3.65 2.51 -3.73
N 0.37 1.62 -2.21
C -0.78 1.78 -3.02
C -2.06 1.69 -2.46
C -3.18 1.84 -3.25
C -3.07 2.09 -4.61
C -1.81 2.18 -5.17
C -0.67 2.04 -4.39
H 4.90 1.24 -4.92
H 3.41 -0.72 -4.73
H 1.29 -0.54 -3.43
H 2.19 3.53 -2.52
H 4.31 3.36 -3.80
H -2.17 1.51 -1.40
H -4.16 1.77 -2.79
H -3.96 2.20 -5.22
H -1.70 2.37 -6.23
H 0.30 2.12 -4.85
F 7.31 2.73 -1.06
C 6.09 2.23 -0.78
C 5.72 1.02 -1.33
C 4.47 0.52 -1.03
C 3.59 1.20 -0.19
C 2.25 0.60 0.15
C 4.01 2.42 0.35
C 5.26 2.94 0.06
H 6.40 0.50 -1.98
H 4.16 -0.43 -1.46
H 2.21 0.35 1.22
H 2.12 -0.34 -0.39
H 3.34 2.97 1.00
H 5.59 3.88 0.47
```

2S+1   3
Kohn-Sham gap (alpha / beta)   0.249 / 0.259 Ha
Energy   -4678.2505 a.u.

---

Entry 3:
Below is a 5-piece molecular cluster, H11NO4 overall, with properties calculated with ωB97M-V with the def2-TZVPD basis set.

Geometry as XYZ:
```
16
H11NO4 | the Open Molecules 2025 dataset | ωB97M-V with the def2-TZVPD basis set
N -2.72 -1.14 2.28
H -2.09 -1.56 2.96
H -2.82 -0.18 2.57
H -3.61 -1.62 2.34
O 1.98 1.18 -0.29
H 2.04 0.98 -1.23
H 2.26 0.37 0.16
O 2.18 -2.06 -0.72
H 1.74 -2.73 -0.19
H 1.41 -1.61 -1.09
O -0.64 -1.27 0.10
H -0.87 -0.55 -0.49
H -1.27 -1.25 0.84
O -0.69 3.35 -1.51
H -0.15 3.81 -0.86
H -0.05 2.75 -1.91
```

SMILES   N.O.O.O.O
Kohn-Sham gap   0.423 Ha
Energy   -362.3053 a.u.

---

Entry 4:
Below is a 2-piece molecular cluster, C18H28NO4 overall, with properties calculated with ωB97M-V with the def2-TZVPD basis set.

Geometry as XYZ:
```
51
C18H28NO4 | the Open Molecules 2025 dataset | ωB97M-V with the def2-TZVPD basis set
C 3.49 -3.77 -1.34
O 2.90 -2.69 -0.58
C 2.49 -1.61 -1.40
O 3.06 -0.49 -1.41
C 1.18 -1.81 -2.33
O -0.07 -1.45 -1.62
C -0.84 -2.68 -1.67
C -1.51 -3.21 -3.04
C -2.28 -4.55 -3.04
C -2.37 -5.32 -1.68
C -1.74 -4.79 -0.31
C -0.97 -3.46 -0.31
H 4.51 -3.48 -1.78
H 3.60 -4.66 -0.61
H 2.85 -4.16 -2.21
H 1.20 -1.20 -3.29
H 1.17 -2.93 -2.61
H -1.35 -2.53 -3.95
H -2.72 -4.92 -4.02
H -2.94 -6.31 -1.67
H -1.83 -5.36 0.68
H -0.49 -3.00 0.62
C 1.38 1.20 1.49
C -0.01 1.54 2.08
C -1.09 0.98 1.14
C -1.22 1.76 -0.16
C -1.43 3.24 0.12
C -0.40 3.86 1.09
N -0.15 3.01 2.30
O -1.18 3.19 3.16
C 0.93 4.12 0.36
C -0.90 5.29 1.46
C -0.03 0.74 3.41
H 1.61 0.14 1.60
H 1.46 1.39 0.42
H 2.18 1.75 1.99
H -2.06 0.98 1.65
H -0.88 -0.07 0.91
H -0.33 1.62 -0.78
H -2.06 1.37 -0.73
H -1.42 3.79 -0.83
H -2.44 3.37 0.53
H 1.71 4.43 1.06
H 0.83 4.92 -0.38
H 1.30 3.26 -0.20
H -1.91 5.29 1.87
H -0.93 5.92 0.57
H -0.23 5.76 2.18
H 0.76 1.08 4.08
H 0.14 -0.33 3.22
H -0.98 0.80 3.93
```

2S+1   2
Kohn-Sham gap (alpha / beta)   0.325 / 0.329 Ha
Energy   -1058.0849 a.u.

---

Entry 5:
Below is C44H30CsN9O3S2 as an isolated structure, with properties calculated with ωB97M-V with the def2-TZVPD basis set.

Geometry as XYZ:
```
89
C44H30CsN9O3S2 | the Open Molecules 2025 dataset | ωB97M-V with the def2-TZVPD basis set
Cs -0.07 -0.03 -0.06
C 5.64 -1.22 -3.32
C 5.77 0.16 -3.18
C 5.04 0.85 -2.22
C 4.18 0.13 -1.41
C 3.29 0.49 -0.30
N 2.67 -0.60 0.17
C 3.12 -1.68 -0.49
N 2.93 -2.95 -0.16
C 2.09 -3.31 0.82
C 2.24 -4.58 1.53
C 3.18 -5.61 1.48
C 3.08 -6.64 2.40
C 2.08 -6.64 3.37
C 1.16 -5.60 3.45
C 1.24 -4.58 2.52
C 0.53 -3.31 2.35
N -0.45 -2.95 3.17
C -0.81 -1.69 3.35
N -0.20 -0.59 2.87
C -0.65 0.49 3.52
N -0.18 1.73 3.48
C 0.82 2.09 2.67
N 1.34 1.40 1.64
C 2.40 2.08 1.16
N 3.23 1.73 0.19
C 2.56 3.35 1.90
C 3.50 4.37 1.84
C 3.39 5.41 2.75
C 2.37 5.41 3.72
C 1.45 4.38 3.79
C 1.55 3.35 2.86
C -1.72 0.10 4.46
C -2.50 0.81 5.36
C -3.41 0.10 6.13
C -3.53 -1.28 6.01
C -2.74 -2.00 5.12
C -1.83 -1.29 4.35
N 1.04 -2.63 1.30
C 4.06 -1.27 -1.54
C 4.79 -1.95 -2.50
H 6.22 -1.73 -4.08
H 6.45 0.70 -3.83
H 5.12 1.92 -2.11
H 3.97 -5.59 0.74
H 3.79 -7.46 2.38
H 2.04 -7.45 4.09
H 0.41 -5.57 4.23
H 4.28 4.35 1.09
H 4.10 6.23 2.73
H 2.32 6.23 4.42
H 0.67 4.36 4.54
H -2.39 1.88 5.45
H -4.03 0.63 6.85
H -4.25 -1.81 6.63
H -2.83 -3.07 5.03
H 4.69 -3.02 -2.61
C -1.25 -0.52 -7.26
O -2.56 -0.77 -6.82
C -2.81 -0.54 -5.50
C -4.11 -0.89 -5.07
C -4.44 -0.70 -3.75
C -3.55 -0.14 -2.81
C -3.93 0.03 -1.41
C -5.12 -0.77 -0.89
O -3.35 0.77 -0.63
C -2.21 0.23 -3.24
O -1.35 0.73 -2.48
C -1.90 -0.02 -4.63
H -1.22 -0.80 -8.31
H -0.52 -1.10 -6.70
H -1.00 0.55 -7.18
H -4.81 -1.31 -5.78
H -5.43 -0.98 -3.42
H -6.05 -0.50 -1.40
H -5.24 -0.57 0.17
H -4.95 -1.84 -1.05
H -0.90 0.24 -4.94
S -0.47 5.22 -0.37
C -1.50 4.65 -1.51
N -2.32 3.61 -1.40
C -3.21 3.30 -2.51
C -2.54 3.89 -3.75
S -1.66 5.36 -3.13
H -2.22 2.94 -0.66
H -4.19 3.76 -2.34
H -3.32 2.23 -2.60
H -3.26 4.19 -4.51
H -1.82 3.19 -4.17
```

Net charge   -2
Kohn-Sham gap (alpha / beta)   0.174 / 0.174 Ha
Energy   -3229.9371 a.u.

---

Entry 6:
Below is a 2-piece molecular cluster, ClH2IN2P2 overall, with properties calculated with ωB97M-V with the def2-TZVPD basis set.

Geometry as XYZ:
```
8
ClH2IN2P2 | the Open Molecules 2025 dataset | ωB97M-V with the def2-TZVPD basis set
N 0.21 0.14 0.44
N 0.81 -1.03 -0.02
P -1.28 0.63 0.92
P 0.56 1.87 0.53
Cl 0.45 2.35 -1.57
I -3.54 -1.51 -0.35
H 1.58 -0.85 -0.65
H 1.23 -1.59 0.70
```

Kohn-Sham gap (alpha / beta)   0.192 / 0.262 Ha
Energy   -1551.2399 a.u.